Formula: CH3FNO2S
Source: OMol25
Level of theory: ωB97M-V/def2-TZVPD

Summary:
**Electronic energy**: -743.12691 hartree
**Kohn-Sham gap**: 8.57 eV
**Highest occupied orbital energy**: -4.47 eV
**Net charge**: -1
**Energy relative to the best compared isomer or geometry (same formula, charge and spin)**: 3.261 eV

The geometry in XYZ format:
```
9
Properties=species:S:1:pos:R:3:nbo_charge:R:1
C -0.444 -1.069 0.745 -0.43
N 0.032 1.450 -0.005 -1.05
O 1.087 -0.243 -1.555 -0.97
O 1.909 0.094 0.769 -0.98
F -1.704 -0.690 -0.547 -0.62
S 0.809 -0.077 -0.117 2.15
H -0.312 -2.219 0.448 0.14
H -0.726 1.354 -0.608 0.37
H -0.649 1.400 0.869 0.38
```